Molecular formula: C2H4Br3P
Method: DFT, ωB97M-V/def2-TZVPD

```
10
Properties=species:S:1:pos:R:3:forces:R:3:mulliken_charge:R:1
C -0.5500 -1.6233 -0.5950 0.4 -1.3 1.3 -0.633
C 0.3157 0.9903 1.2695 0.9 0.3 -0.7 -0.222
P 1.2438 2.3375 0.3200 -0.7 -0.5 0.4 0.219
Br -0.4442 1.8017 2.7699 -0.2 0.3 0.4 -0.055
Br -0.7471 1.9257 -0.6550 -0.3 0.5 -0.1 -0.020
Br 2.4546 1.1113 -1.0348 0.3 -0.2 0.0 -0.107
H -1.3851 -2.1176 -0.0827 0.0 0.3 0.1 0.297
H -0.8249 -1.6688 -1.6643 1.1 -0.1 0.4 0.287
H 0.3762 -2.1258 -0.1234 -1.2 0.3 -1.7 0.231
H -0.4390 -0.6311 -0.2043 -0.4 0.3 -0.2 0.004
```
Forces are in eV/Å.

Computed properties:
Charge: 0
HOMO-LUMO gap: 7.9 eV
LUMO energy: -0.0400 Ha
ΔE to the lowest compared entry with this formula, charge and spin: 81.2 kcal/mol
HOMO: -9.018 eV

=====

Molecular formula: C21H24N6O3
Method: DFT, ωB97M-V/def2-TZVPD

```
54
Properties=species:S:1:pos:R:3:forces:R:3:mulliken_charge:R:1
O -0.0044 2.9549 -2.4102 0.1 0.0 -0.4 -0.674
C -0.6479 2.5322 -1.4634 -0.5 0.1 0.0 0.710
N -0.0748 2.3247 -0.2583 0.3 -0.1 0.2 0.449
C -0.6973 1.8777 0.9644 -0.2 0.1 0.4 -0.459
H -1.7656 1.7245 0.8342 0.0 0.0 0.0 0.600
C -0.4570 2.9202 2.0671 -0.4 -0.3 0.0 -1.275
N 0.9554 3.1651 2.2128 -0.2 0.1 -0.2 0.121
C 1.6440 2.7399 3.2871 0.3 0.0 0.6 0.674
N 2.9776 2.8925 3.2704 0.0 0.1 -0.3 -0.495
C 3.6341 2.5195 4.3488 -0.1 -0.1 0.3 -0.103
C 3.0061 1.9878 5.4671 0.0 0.0 0.0 -0.631
C 1.6266 1.8669 5.3790 0.3 0.0 0.1 -0.106
N 0.9428 2.2309 4.3135 -0.2 0.0 -0.1 -0.487
H 1.0371 1.4597 6.1921 0.0 0.0 0.1 0.424
H 3.5535 1.6866 6.3437 0.1 0.0 0.1 0.370
H 4.7086 2.6531 4.3084 0.1 0.0 0.1 0.428
C 1.6097 3.5735 0.9924 0.3 -0.1 -0.3 -1.136
H 2.6763 3.6718 1.1889 -0.1 0.1 -0.1 0.511
C 1.3514 2.5344 -0.1013 0.3 0.3 -0.1 -0.567
H 1.7474 2.8752 -1.0589 0.0 -0.1 0.2 0.583
H 1.8137 1.5804 0.1738 0.0 0.0 0.0 0.172
H 1.1997 4.5411 0.6818 0.1 0.0 0.0 0.251
H -0.8449 2.5671 3.0221 0.0 0.1 -0.2 0.515
H -0.9480 3.8613 1.7919 0.0 -0.1 0.0 0.272
H -0.2364 0.9280 1.2569 -0.1 0.0 0.0 0.094
C -2.1206 2.1935 -1.6168 0.0 -0.1 0.0 -1.185
H -2.7019 2.5527 -0.7671 0.0 0.0 0.0 0.405
C -2.3358 0.6869 -1.8157 -0.1 0.1 -0.2 -0.402
C -1.6453 0.1648 -3.0808 0.0 -0.1 0.1 -0.745
H -1.5465 0.9781 -3.8000 0.0 0.0 -0.1 0.464
C -0.2453 -0.3979 -2.8363 0.0 0.4 -0.4 -1.337
N -0.2820 -1.6777 -2.1306 0.0 0.1 -0.2 0.223
C 0.1206 -1.7072 -0.8145 0.1 -0.2 0.4 0.348
O 0.4996 -0.7293 -0.2051 0.1 0.2 0.1 -0.712
N 0.0687 -2.9319 -0.1982 0.1 0.0 0.3 0.013
C -0.3185 -4.1037 -0.8024 -0.2 -0.2 -0.5 0.381
C -0.3390 -5.3137 -0.1117 0.0 0.0 0.0 -0.770
C -0.7326 -6.4638 -0.7643 0.0 0.1 0.0 -0.409
C -1.1084 -6.4279 -2.1034 0.0 -0.1 -0.1 -0.687
C -1.0893 -5.2336 -2.7908 0.1 0.1 0.1 -0.523
C -0.6954 -4.0610 -2.1470 0.0 -0.3 0.3 0.329
C -0.6690 -2.7884 -2.8755 0.0 -0.1 0.0 0.691
O -0.9570 -2.6793 -4.0472 0.0 0.0 0.0 -0.659
H -1.3728 -5.1707 -3.8300 0.0 0.0 -0.1 0.475
H -1.4130 -7.3354 -2.6006 0.0 -0.1 -0.1 0.408
H -0.7473 -7.4005 -0.2279 0.0 -0.1 0.1 0.397
H -0.0451 -5.3403 0.9271 0.0 0.0 0.1 0.387
H 0.3715 -2.9480 0.7666 0.0 0.2 -0.2 0.252
H 0.3567 0.2896 -2.2441 0.0 -0.1 -0.1 0.558
H 0.2385 -0.5747 -3.7996 0.0 0.0 0.2 0.361
H -2.2480 -0.6174 -3.5445 0.0 0.1 0.0 0.508
H -3.4112 0.5089 -1.8912 0.0 0.0 0.1 0.342
H -1.9699 0.1408 -0.9444 -0.1 -0.1 0.1 0.225
H -2.4690 2.7179 -2.5085 0.1 0.0 0.1 0.418
```
Forces are in eV/Å.

Computed properties:
Charge: 0
HOMO-LUMO gap: 8.3 eV
LUMO energy: 0.0092 Ha
ΔE to the lowest compared entry with this formula, charge and spin: 0.0 kcal/mol
HOMO: -8.048 eV
SMILES string: O=C(CCCCn1c(=O)[nH]c2ccccc2c1=O)N1CCN(c2ncccn2)CC1